[1]
# C2HCl2NS

A 2-piece molecular cluster, C2HCl2NS overall in a non-equilibrium geometry (wB97M-V/def2-TZVPD, OMol25).

Output
* DFT total energy: -1450.013111 a.u.
* HOMO-LUMO gap (alpha / beta): 8.0 / 6.1 eV
* LUMO energy (alpha / beta): -0.0595 / -0.1091 Eh
* energy relative to the best compared isomer or geometry (same formula, charge and spin): 249.5 kJ/mol

```
! RIJCOSX wB97M-V def2-TZVPD def2/J DEFGRID3
* xyz 0 1
C -1.891 0.456 0.272
C 1.254 -0.252 -0.063
N -2.071 -0.536 0.858
S -1.121 1.709 -0.501
Cl 1.828 -0.777 -1.743
Cl 0.455 -1.335 0.908
H 1.547 0.735 0.270
*
```

=====

[2]
# C2HCl2OP

One molecule with the formula C2HCl2OP in a non-equilibrium geometry (wB97M-V/def2-TZVPD, OMol25).

Output
* SMILES: C#COP(Cl)Cl
* DFT total energy: -1413.752790 a.u.
* HOMO-LUMO gap: 10.2 eV
* LUMO energy: 0.0159 Eh
* energy relative to the best compared isomer or geometry (same formula, charge and spin): 24.2 kJ/mol

```
! RIJCOSX wB97M-V def2-TZVPD def2/J DEFGRID3
* xyz 0 1
C 1.935 0.606 -0.210
C 0.874 0.091 -0.444
O -0.281 -0.353 -0.931
P -1.906 -0.300 -0.240
Cl -1.890 -2.100 0.741
Cl -1.691 0.949 1.293
H 2.958 1.106 -0.210
*
```

=====

[3]
# C2HCl3OS

A 2-piece molecular cluster, C2HCl3OS overall in a non-equilibrium geometry (wB97M-V/def2-TZVPD, OMol25).

Output
* SMILES: S=C(Cl)Cl.O=CCl
* DFT total energy: -1930.762366 a.u.
* HOMO-LUMO gap: 8.8 eV
* LUMO energy: -0.0339 Eh
* energy relative to the best compared isomer or geometry (same formula, charge and spin): 59.0 kJ/mol

```
! RIJCOSX wB97M-V def2-TZVPD def2/J DEFGRID3
* xyz 0 1
C 1.278 0.490 0.459
C -1.303 -0.552 -0.444
O 0.708 1.319 1.111
S -0.478 -1.396 -1.481
Cl -2.070 0.976 -0.712
Cl -1.591 -1.081 1.121
Cl 1.792 0.740 -1.128
H 1.663 -0.496 1.074
*
```

=====

[4]
# C2HClF2O2

A 2-piece molecular cluster, C2HClF2O2 overall in a non-equilibrium geometry (wB97M-V/def2-TZVPD, OMol25).

Output
* DFT total energy: -886.960879 a.u.
* HOMO-LUMO gap (alpha / beta): 8.0 / 8.0 eV
* LUMO energy (alpha / beta): -0.0446 / -0.0446 Eh
* energy relative to the best compared isomer or geometry (same formula, charge and spin): 696.6 kJ/mol

```
! RIJCOSX wB97M-V def2-TZVPD def2/J DEFGRID3
* xyz 0 1
C -0.817 -1.329 0.922
C 0.219 -0.704 0.165
O -1.419 -1.906 1.692
O -1.984 0.251 -0.427
F 1.369 -0.629 0.861
F -3.247 -0.239 -0.235
Cl 0.383 -1.824 -1.178
H -0.136 0.367 -0.049
*
```

=====

[5]
# C2HClF2S

A 2-piece molecular cluster, C2HClF2S overall in a non-equilibrium geometry (wB97M-V/def2-TZVPD, OMol25).

Output
* SMILES: FC(F)=C=S.Cl
* DFT total energy: -1134.795975 a.u.
* HOMO-LUMO gap (alpha / beta): 6.8 / 6.8 eV
* LUMO energy (alpha / beta): -0.0812 / -0.0812 Eh
* energy relative to the best compared isomer or geometry (same formula, charge and spin): 258.4 kJ/mol

```
! RIJCOSX wB97M-V def2-TZVPD def2/J DEFGRID3
* xyz 0 1
C 0.042 1.097 -0.829
C -1.078 0.559 -1.337
F -2.145 0.037 -0.670
F -1.251 0.509 -2.693
S 1.574 1.196 -1.079
Cl -1.105 1.812 1.513
H -0.252 1.731 0.591
*
```

=====

[6]
# C2HClF2S

One molecule with the formula C2HClF2S in a non-equilibrium geometry (wB97M-V/def2-TZVPD, OMol25).

Output
* SMILES: FC(F)C(=S)Cl
* DFT total energy: -1134.859108 a.u.
* HOMO-LUMO gap: 8.6 eV
* LUMO energy: -0.0329 Eh
* energy relative to the best compared isomer or geometry (same formula, charge and spin): 92.7 kJ/mol

```
! RIJCOSX wB97M-V def2-TZVPD def2/J DEFGRID3
* xyz 0 1
C 0.794 0.467 -0.443
C -0.685 -0.388 0.257
F -1.493 -0.854 -0.617
F -1.336 0.470 0.981
S 1.371 0.062 -1.899
Cl 1.586 1.395 0.847
H -0.237 -1.151 0.874
*
```

=====

[7]
# C2HClF4S

A 2-piece molecular cluster, C2HClF4S overall in a non-equilibrium geometry (wB97M-V/def2-TZVPD, OMol25).

Output
* DFT total energy: -1334.556671 a.u.
* HOMO-LUMO gap (alpha / beta): 7.6 / 7.4 eV
* LUMO energy (alpha / beta): -0.0620 / -0.0673 Eh
* energy relative to the best compared isomer or geometry (same formula, charge and spin): 195.2 kJ/mol

```
! RIJCOSX wB97M-V def2-TZVPD def2/J DEFGRID3
* xyz 0 1
C 0.730 -0.315 0.451
C 1.568 0.466 -0.574
F -0.451 -0.466 -0.246
F 1.234 -1.533 0.798
F 1.082 1.672 -0.763
F 1.632 -0.238 -1.717
S 4.097 0.593 0.109
Cl 4.542 -1.291 0.544
H 0.433 0.418 1.283
*
```

=====

[8]
# C2HClFN

One molecule with the formula C2HClFN in a non-equilibrium geometry (wB97M-V/def2-TZVPD, OMol25).

Output
* SMILES: N#C[C@H](F)Cl
* DFT total energy: -691.580180 a.u.
* HOMO-LUMO gap: 12.4 eV
* LUMO energy: 0.0166 Eh
* energy relative to the best compared isomer or geometry (same formula, charge and spin): 34.1 kJ/mol

```
! RIJCOSX wB97M-V def2-TZVPD def2/J DEFGRID3
* xyz 0 1
C -1.058 -1.390 0.257
C -0.637 0.007 0.443
N -1.360 -2.518 0.098
F -0.401 0.293 1.691
Cl -1.950 1.046 -0.277
H 0.344 0.418 -0.105
*
```